1.
{
  "formula": "C34H28BN9Pd",
  "method": "ωB97M-V/def2-TZVPD",
  "symbols": ["Pd", "C", "C", "C", "C", "N", "N", "B", "N", "N", "C", "C", "C", "C", "C", "C", "C", "C", "C", "C", "N", "N", "C", "C", "C", "C", "C", "C", "C", "C", "C", "C", "C", "C", "C", "C", "C", "C", "H", "H", "H", "H", "H", "H", "H", "H", "H", "H", "H", "H", "H", "H", "H", "H", "H", "H", "H", "H", "H", "H", "H", "H", "H", "H", "H", "H", "N", "C", "C", "C", "N", "C", "N"],
  "coordinates": [[0.17748, 0.27422, -0.22103], [-4.59793, 2.71626, 0.59732], [-3.54496, 2.17608, -0.31430], [-3.27361, 2.37352, -1.63824], [-2.01187, 1.82862, -1.90859], [-1.56285, 1.37419, -0.75637], [-2.49547, 1.47071, 0.17528], [-2.24151, 0.83445, 1.60371], [-2.06013, -0.70585, 1.43068], [-1.16644, -1.21200, 0.57194], [-1.34704, -2.53309, 0.45057], [-2.36029, -2.88590, 1.34179], [-2.81695, -1.72104, 1.92181], [-3.97232, -1.50072, 2.87880], [-0.47655, -3.33503, -0.42360], [-0.20249, -2.96374, -1.78387], [0.62839, -3.70287, -2.55919], [1.30907, -4.81567, -1.97959], [1.08989, -5.16295, -0.67288], [0.12147, -4.45108, 0.11771], [-0.91639, 1.52287, 2.25742], [0.24096, 1.39397, 1.50678], [1.23108, 1.63680, 2.35398], [0.76487, 1.92058, 3.65872], [-0.61708, 1.84151, 3.56578], [-1.62587, 1.88492, 4.66149], [2.60830, 1.68753, 1.78989], [3.56234, 0.74413, 2.14996], [4.69530, 0.63005, 1.39088], [4.86011, 1.46736, 0.29844], [3.98014, 2.46371, -0.03370], [2.80545, 2.58309, 0.71528], [-1.06866, 1.88950, -3.03570], [-1.46783, 1.45056, -4.32033], [-0.54179, 1.37790, -5.35022], [0.73136, 1.87084, -5.11120], [1.13314, 2.32736, -3.86619], [0.24091, 2.37808, -2.81681], [-5.22671, 3.45769, 0.15773], [-4.20467, 3.08825, 1.55409], [-5.38496, 1.98074, 0.81649], [-3.83744, 2.90986, -2.33836], [-3.16636, 0.97174, 2.37743], [-2.81664, -3.87701, 1.44796], [-4.29183, -2.50764, 3.21758], [-4.79832, -0.98278, 2.38695], [-3.67658, -0.93545, 3.74831], [-0.75248, -2.10432, -2.08712], [0.89481, -3.28265, -3.56361], [2.07364, -5.28918, -2.58605], [1.68703, -6.01290, -0.22631], [-0.11141, -4.76489, 1.12759], [1.37148, 2.22610, 4.49609], [-2.66989, 2.08852, 4.25700], [-1.35598, 2.62673, 5.42089], [-1.78170, 0.93492, 5.12575], [3.29803, 0.06166, 2.96984], [5.37782, -0.18141, 1.64079], [5.71725, 1.34387, -0.29056], [4.11893, 3.11160, -0.89010], [1.94375, 3.22462, 0.45444], [-2.49882, 1.18480, -4.39863], [-0.82302, 1.01091, -6.32975], [1.47211, 1.78760, -5.93975], [2.20005, 2.77681, -3.80928], [0.44366, 2.64874, -1.74453], [2.00949, -0.75795, -0.39124], [2.89080, -1.46303, -0.58357], [3.95658, -2.35030, -0.79387], [4.39328, -3.14205, 0.28990], [4.62737, -3.88693, 1.14532], [4.46736, -2.49863, -2.08641], [4.64116, -2.52698, -3.22137]],
  "atomic_forces_ev_per_a": [[0.23, -0.65, -1.15], [-0.78, -0.94, 0.44], [0.22, -0.14, 0.83], [0.08, 0.08, -0.86], [0.18, 0.80, 0.71], [1.12, -1.68, 0.08], [-0.29, 0.50, 1.69], [0.30, 0.54, 0.65], [-0.31, 0.07, 0.36], [0.48, 0.15, -0.74], [0.37, 1.03, 0.23], [-0.92, -1.11, -0.05], [-0.24, 0.65, 0.25], [0.40, -1.13, -0.50], [0.21, -0.30, -0.60], [-1.04, -0.27, 2.36], [1.29, 0.10, -0.62], [-0.06, 1.15, -0.88], [-0.32, -0.76, 1.30], [1.19, -0.75, -1.07], [-0.93, -0.97, -0.43], [-1.02, 0.75, 2.64], [1.24, 0.51, 0.25], [-0.15, 0.04, -1.00], [0.28, -0.99, -1.24], [-1.74, 1.03, -0.94], [-0.76, 0.52, -0.54], [-1.07, 0.06, 0.63], [0.17, -0.47, 0.18], [0.40, -0.14, 0.46], [-1.41, 0.51, 0.29], [-0.36, -0.85, 0.39], [0.11, 0.10, -1.11], [0.63, 0.42, 1.31], [-0.40, 0.53, 0.34], [0.93, -0.81, -1.13], [2.24, 1.51, -0.26], [-1.16, -0.89, 1.29], [0.17, 0.99, -0.66], [0.01, -0.15, -0.44], [0.51, -0.36, 0.27], [-0.82, 0.66, -0.69], [0.26, 0.23, -0.53], [0.37, 0.55, 0.05], [-0.05, 0.68, -0.18], [0.03, -0.12, 0.06], [0.13, 0.22, 0.25], [-0.08, 0.65, -0.78], [-0.29, -0.92, 0.89], [-0.11, -0.20, 0.19], [-0.90, 1.12, -0.48], [0.18, 0.07, 0.02], [-0.09, -0.09, -0.01], [1.36, 0.25, 0.42], [-0.13, -0.19, -0.20], [0.43, -0.79, 0.42], [0.42, 0.22, -0.40], [0.13, 0.34, -0.33], [1.15, -0.19, -0.82], [0.23, -0.10, 0.00], [0.86, -0.11, 0.05], [-0.46, -0.43, -0.44], [0.04, 0.00, 0.07], [-0.58, 0.31, 0.82], [-1.94, -1.00, 0.25], [0.31, 0.13, -1.39], [-1.35, 1.13, 0.28], [1.76, -1.58, -0.36], [-0.31, 0.67, 0.89], [-0.38, -0.72, 0.26], [0.19, 0.48, -0.15], [-0.77, 0.23, -0.06], [0.61, -0.14, -0.81]],
  "energy_ev": -53279.276,
  "charge": 0,
  "homo_ev": [-7.59, -7.56],
  "multiplicity": 3,
  "orbital_gap_ev": [7.81, 5.69]
}

2.
{
  "formula": "C34H28Cl2GaN2O4P",
  "method": "ωB97M-V/def2-TZVPD",
  "symbols": ["Ga", "O", "C", "O", "C", "C", "C", "C", "C", "C", "P", "C", "C", "C", "C", "C", "C", "C", "C", "C", "C", "C", "C", "H", "H", "H", "H", "H", "H", "H", "H", "H", "H", "H", "H", "H", "H", "O", "C", "O", "C", "C", "C", "C", "C", "C", "N", "C", "C", "C", "C", "C", "C", "N", "H", "H", "H", "H", "H", "H", "H", "H", "H", "H", "Cl", "C", "H", "H", "Cl", "C", "H", "H"],
  "coordinates": [[0.46323, -0.91323, -1.74147], [0.02533, -3.12947, 1.21066], [0.63344, -2.09507, 1.00799], [1.14042, -1.73627, -0.13371], [0.92726, -1.15186, 2.15907], [0.94598, -1.72072, 3.43118], [1.28936, -0.96983, 4.54062], [1.61788, 0.37114, 4.38667], [1.57478, 0.94650, 3.12959], [1.21232, 0.20784, 2.00322], [1.16003, 1.05214, 0.36911], [0.05426, 2.48343, 0.62753], [-0.77013, 2.67057, 1.73307], [-1.71609, 3.68846, 1.74823], [-1.85442, 4.53116, 0.65684], [-1.03771, 4.35273, -0.45284], [-0.10103, 3.33519, -0.46908], [2.84031, 1.74935, 0.31901], [3.13305, 3.10270, 0.39489], [4.44801, 3.53820, 0.29210], [5.47522, 2.62331, 0.13108], [5.18628, 1.26508, 0.07503], [3.87770, 0.83082, 0.16335], [0.69685, -2.76861, 3.51709], [1.32001, -1.42818, 5.51938], [1.90862, 0.96530, 5.24166], [1.83253, 1.99346, 3.01567], [-0.68448, 2.01897, 2.59243], [-2.33679, 3.82938, 2.62415], [-2.58998, 5.32276, 0.66825], [-1.13822, 4.99907, -1.31267], [0.51636, 3.18832, -1.34914], [2.33951, 3.82808, 0.52583], [4.66639, 4.59617, 0.34178], [6.49773, 2.96330, 0.05341], [5.98255, 0.54393, -0.04804], [3.65242, -0.22870, 0.10987], [-5.33656, 2.39036, 1.71211], [-5.72211, 1.16245, 1.28591], [-6.88069, 0.85956, 1.28210], [-4.63756, 0.28774, 0.74103], [-3.31201, 0.41205, 1.14750], [-2.33138, -0.37904, 0.58377], [-2.67457, -1.31261, -0.38694], [-3.99900, -1.46090, -0.78265], [-4.97911, -0.66860, -0.20906], [-1.62641, -2.00530, -1.02600], [-1.68784, -3.24611, -1.23439], [-0.57717, -3.88860, -1.96926], [-0.56660, -5.25806, -2.15826], [0.49330, -5.82874, -2.84745], [1.49462, -5.00446, -3.31913], [1.40104, -3.63741, -3.08547], [0.39163, -3.08447, -2.42804], [-4.41162, 2.54527, 1.47489], [-3.02378, 1.12257, 1.91189], [-1.30102, -0.27071, 0.89253], [-4.24919, -2.15748, -1.57087], [-6.01382, -0.76113, -0.50681], [-2.51222, -3.87476, -0.89276], [-1.37225, -5.85843, -1.76279], [0.53257, -6.89743, -3.00831], [2.34262, -5.39575, -3.86010], [2.17117, -2.96580, -3.43742], [-1.27265, -0.58712, -4.14026], [-0.86810, 0.29881, -2.57069], [-1.81939, 0.45323, -2.06974], [-0.43479, 1.24778, -2.87962], [2.35682, 1.25159, -3.06891], [2.13023, -0.52665, -2.78654], [3.05890, -0.86381, -2.32475], [2.04797, -0.95345, -3.78731]],
  "atomic_forces_ev_per_a": [[0.31, -0.20, 0.16], [-0.08, -0.04, -0.02], [0.10, 0.03, 0.07], [0.02, 0.08, -0.06], [-0.06, -0.09, 0.03], [0.00, 0.04, 0.02], [0.01, 0.02, -0.05], [-0.02, -0.05, -0.03], [-0.02, 0.11, 0.04], [0.09, 0.01, -0.07], [-0.19, -0.09, -0.14], [-0.04, -0.06, 0.07], [0.07, -0.02, 0.03], [0.00, 0.05, -0.03], [0.01, -0.02, 0.01], [0.00, 0.00, 0.01], [0.02, 0.01, -0.06], [-0.03, 0.00, 0.11], [-0.01, 0.09, -0.04], [0.03, -0.02, 0.02], [-0.04, -0.02, 0.01], [0.05, 0.02, -0.01], [-0.02, -0.02, -0.02], [0.00, -0.03, 0.01], [-0.02, -0.02, 0.03], [0.02, 0.03, 0.04], [0.00, 0.00, -0.01], [0.02, -0.03, 0.03], [-0.03, 0.00, 0.05], [-0.04, 0.05, 0.01], [-0.02, 0.05, -0.05], [0.00, -0.02, -0.03], [0.01, -0.01, -0.01], [0.01, 0.04, 0.01], [0.06, 0.02, -0.01], [0.05, -0.02, 0.00], [-0.02, -0.02, 0.00], [0.06, -0.12, 0.06], [-0.08, 0.24, -0.45], [0.04, -0.06, 0.20], [0.01, -0.08, 0.14], [-0.01, -0.02, 0.00], [-0.09, 0.02, 0.01], [0.16, 0.00, -0.05], [-0.07, 0.06, 0.02], [0.05, 0.02, 0.04], [-0.15, -0.10, 0.16], [0.22, 0.01, -0.14], [-0.16, 0.06, 0.12], [0.09, 0.06, -0.04], [-0.04, -0.03, 0.02], [-0.01, 0.11, 0.02], [0.07, -0.03, -0.02], [-0.24, 0.04, -0.03], [-0.03, 0.02, 0.05], [-0.04, -0.01, 0.01], [0.00, -0.02, -0.01], [0.00, -0.03, -0.04], [-0.03, 0.00, -0.01], [0.01, 0.01, -0.01], [-0.04, -0.04, 0.02], [0.00, -0.01, 0.00], [0.03, -0.02, -0.02], [0.01, -0.02, 0.00], [0.00, 0.22, 0.30], [-0.34, -0.12, -0.38], [0.05, 0.08, -0.04], [-0.05, -0.07, 0.03], [-0.07, -0.12, 0.02], [0.35, 0.06, -0.07], [-0.04, -0.05, -0.08], [0.10, 0.08, 0.02]],
  "energy_ev": -133594.534,
  "charge": 0,
  "homo_ev": -8.19,
  "orbital_gap_ev": 7.30
}

3.
{
  "formula": "C34H28N5O5Pd",
  "method": "ωB97M-V/def2-TZVPD",
  "symbols": ["Pd", "O", "C", "C", "C", "C", "C", "C", "C", "N", "C", "C", "N", "C", "C", "C", "C", "C", "C", "C", "O", "H", "H", "H", "H", "H", "H", "H", "H", "H", "H", "H", "H", "H", "H", "C", "C", "N", "C", "C", "C", "C", "C", "C", "C", "C", "N", "C", "N", "H", "H", "H", "H", "H", "H", "H", "H", "H", "O", "C", "C", "C", "C", "C", "C", "C", "O", "O", "H", "H", "H", "H", "H"],
  "coordinates": [[-0.51893, -0.75132, 0.18504], [0.75212, -2.37540, 0.99594], [1.33658, -2.47931, 2.09406], [2.45200, -3.39935, 2.19867], [3.08870, -3.60332, 3.38719], [2.65755, -2.91477, 4.53405], [1.59597, -2.00044, 4.46705], [0.94266, -1.73401, 3.28810], [-0.15899, -0.76251, 3.33569], [-0.75256, -0.23571, 2.34448], [-1.90211, 0.64663, 2.64113], [-2.57427, 1.08098, 1.34692], [-2.72907, -0.10957, 0.53598], [-3.77982, -0.33871, -0.12659], [-3.95716, -1.51634, -0.98902], [-5.09323, -1.58082, -1.75566], [-5.34864, -2.66662, -2.60492], [-4.44493, -3.74073, -2.69583], [-3.30710, -3.73224, -1.94717], [-2.99983, -2.63037, -1.04933], [-1.95551, -2.66285, -0.37262], [2.73885, -3.91427, 1.29273], [3.91722, -4.29468, 3.45356], [3.14713, -3.09161, 5.48124], [1.28627, -1.48162, 5.36612], [-0.47734, -0.49319, 4.34749], [-2.61134, 0.08497, 3.25383], [-1.56992, 1.51663, 3.21234], [-3.51597, 1.60044, 1.54625], [-1.91575, 1.75519, 0.79044], [-4.62058, 0.36268, -0.10068], [-5.80429, -0.76484, -1.70976], [-6.25310, -2.67710, -3.19675], [-4.65895, -4.56666, -3.35981], [-2.58266, -4.53357, -1.98981], [3.74335, 0.19153, -0.85420], [2.51766, -0.42353, -0.70072], [1.55193, 0.11683, 0.05548], [1.77351, 1.27499, 0.66633], [2.97106, 1.97290, 0.56444], [3.97166, 1.39608, -0.20620], [3.22866, 3.23724, 1.28235], [2.41806, 4.25350, 1.57483], [1.00586, 4.48012, 1.20733], [0.32277, 5.55992, 1.75041], [-0.99958, 5.72090, 1.37911], [-1.60593, 4.90638, 0.51790], [-0.84903, 3.92506, 0.02521], [0.41395, 3.65987, 0.33727], [4.49855, -0.26129, -1.47981], [2.28494, -1.35549, -1.19928], [0.95893, 1.66885, 1.25685], [4.92580, 1.89858, -0.30777], [4.25647, 3.34303, 1.61617], [2.85761, 5.06754, 2.14077], [0.80143, 6.24436, 2.43681], [-1.59496, 6.53210, 1.78213], [-1.29791, 3.27012, -0.71136], [1.74499, 1.37661, -4.23082], [1.35842, 0.13401, -3.91176], [2.05930, -0.94358, -4.46196], [1.67250, -2.24203, -4.19139], [0.57859, -2.50151, -3.36534], [-0.08684, -1.43104, -2.79779], [0.29939, -0.11277, -3.02669], [-0.36384, 1.03241, -2.33387], [-0.30766, 2.15135, -2.84677], [-0.96536, 0.80263, -1.22108], [1.07479, 1.98732, -3.82493], [2.89223, -0.72900, -5.11771], [2.21492, -3.06278, -4.64295], [0.25100, -3.51555, -3.18220], [-0.96025, -1.62123, -2.17915]],
  "atomic_forces_ev_per_a": [[0.89, 0.56, 0.16], [-0.13, -0.30, 0.10], [0.01, 0.09, -0.02], [-0.15, 0.11, 0.03], [-0.05, 0.08, 0.09], [-0.05, 0.03, -0.06], [0.15, -0.06, 0.09], [-0.13, 0.07, -0.15], [0.20, -0.15, -0.12], [-0.13, 0.07, -0.10], [0.00, 0.04, 0.02], [0.10, -0.10, -0.08], [-0.27, -0.22, 0.03], [0.04, -0.10, -0.06], [0.09, 0.02, 0.13], [-0.06, -0.06, -0.12], [0.03, 0.00, 0.03], [-0.07, 0.09, 0.01], [0.00, 0.14, 0.10], [-0.10, 0.03, 0.05], [-0.21, -0.24, -0.17], [-0.02, -0.01, -0.03], [0.00, -0.01, 0.01], [0.01, 0.02, 0.02], [0.03, -0.02, 0.03], [0.01, -0.02, -0.01], [0.02, 0.01, 0.01], [0.04, -0.01, -0.03], [-0.01, -0.02, 0.02], [-0.07, -0.07, 0.05], [-0.02, -0.03, -0.01], [-0.03, -0.02, -0.02], [-0.01, 0.01, -0.01], [-0.01, 0.00, -0.01], [0.02, -0.02, 0.03], [-0.04, -0.01, -0.02], [0.02, 0.12, -0.06], [0.09, -0.25, -0.03], [-0.15, -0.09, 0.12], [0.02, 0.09, 0.05], [0.05, 0.00, 0.00], [0.08, -0.21, -0.08], [-0.18, 0.16, 0.05], [0.27, -0.08, 0.04], [-0.03, 0.06, 0.02], [-0.08, -0.01, -0.04], [0.13, -0.04, 0.05], [-0.02, 0.08, -0.09], [-0.22, 0.24, -0.07], [0.01, -0.01, -0.01], [-0.04, -0.04, 0.00], [0.13, -0.12, 0.00], [0.01, -0.01, 0.00], [0.01, 0.00, -0.03], [-0.01, 0.00, 0.01], [0.00, 0.00, 0.00], [-0.02, 0.01, 0.00], [0.00, -0.02, -0.08], [-0.08, 0.00, 0.13], [0.09, 0.11, -0.06], [-0.02, 0.01, 0.00], [-0.02, 0.00, 0.03], [0.09, 0.06, -0.04], [-0.12, -0.05, 0.20], [0.07, -0.12, -0.02], [-0.01, -0.12, 0.03], [0.06, 0.26, 0.03], [-0.41, 0.10, 0.06], [0.06, -0.11, -0.11], [0.01, 0.00, -0.02], [0.01, 0.00, 0.00], [0.00, -0.01, 0.01], [0.14, 0.08, -0.09]],
  "energy_ev": -56871.631,
  "charge": 1,
  "homo_ev": [-10.27, -10.26],
  "multiplicity": 5,
  "orbital_gap_ev": [7.12, 4.63]
}